(1)
Molecular formula: C3H11N3O2
Method: DFT, the ωB97M-V functional and the def2-TZVPD basis

Properties
M   121.14 u
Lowest unoccupied orbital energy   0.73 eV
Energy above the lowest of the compared OMol25 structures with the same formula, charge and spin   533.4 kJ/mol
Net charge   0
Orbital gap   9.09 eV

Element x y z (Å)
C -2.133 -0.264 1.101
N -1.100 0.289 0.232
N -1.566 1.455 -0.466
C 0.072 -0.890 -0.777
O 0.045 -2.084 -0.515
H -0.859 1.747 -1.141
H -2.384 1.223 -1.034
H -0.146 -0.459 -1.770
H -2.403 0.466 1.865
H -1.770 -1.194 1.537
H -3.039 -0.498 0.531
C 2.496 -0.685 0.243
N 1.284 0.017 -0.118
O 1.568 1.134 -0.975
H 1.538 1.888 -0.361
H -0.002 0.468 0.656
H 3.083 -0.907 -0.653
H 2.214 -1.627 0.719
H 3.101 -0.080 0.926

Atomic forces in eV per Å
0.24 0.23 -0.22
2.16 0.04 0.24
-0.19 0.21 -0.03
1.53 -0.21 0.09
-0.15 1.40 0.21
0.10 -0.25 0.25
0.18 -0.28 0.28
-0.09 0.13 0.19
0.01 -0.12 0.14
0.08 0.12 0.03
0.15 0.04 -0.12
0.09 -0.18 -0.50
-1.17 -0.59 -0.05
-0.14 -0.16 0.37
0.09 -0.25 -0.36
-2.80 -0.14 -0.50
0.10 -0.06 0.06
-0.04 0.16 -0.03
-0.15 -0.08 -0.05

=====

(2)
Molecular formula: C19H19N5O3S
Method: DFT, the ωB97M-V functional and the def2-TZVPD basis

Properties
M   397.46 u
Lowest unoccupied orbital energy   0.44 eV
Energy above the lowest of the compared OMol25 structures with the same formula, charge and spin   160.3 kJ/mol
SMILES   Nc1nnc(CC(=O)N/N=C/c2cccc(OCCOc3ccccc3)c2)s1
Net charge   0
Orbital gap   8.68 eV

Element x y z (Å)
N -6.929 -1.953 1.061
C -6.324 -0.800 0.692
N -6.878 0.365 0.749
N -6.114 1.336 0.261
C -4.969 0.953 -0.164
C -3.947 1.848 -0.755
C -2.551 1.558 -0.191
O -2.287 0.566 0.447
N -1.662 2.531 -0.532
N -0.316 2.596 -0.361
C 0.345 1.708 0.270
C 1.790 1.797 0.355
C 2.498 2.889 -0.143
C 3.878 2.897 -0.070
C 4.561 1.817 0.457
C 3.864 0.710 0.943
O 4.630 -0.302 1.456
C 4.119 -1.616 1.455
C 4.168 -2.246 0.050
O 3.379 -1.578 -0.904
C 2.017 -1.698 -0.886
C 1.338 -0.860 -1.773
C -0.039 -0.890 -1.846
C -0.765 -1.751 -1.038
C -0.095 -2.583 -0.163
C 1.289 -2.566 -0.081
C 2.477 0.724 0.920
S -4.698 -0.777 0.008
H -6.345 -2.747 1.258
H -7.758 -1.848 1.622
H -3.899 1.690 -1.838
H -4.240 2.881 -0.565
H -1.998 3.323 -1.065
H -0.110 0.835 0.732
H 1.953 3.711 -0.578
H 4.434 3.744 -0.445
H 5.639 1.803 0.499
H 4.786 -2.182 2.111
H 3.106 -1.656 1.866
H 5.188 -2.156 -0.334
H 3.907 -3.309 0.119
H 1.920 -0.189 -2.385
H -0.548 -0.232 -2.534
H -1.843 -1.762 -1.078
H -0.650 -3.256 0.474
H 1.782 -3.232 0.612
H 1.898 -0.097 1.312

Atomic forces in eV per Å
-0.23 -0.50 0.14
0.99 0.16 -0.72
-1.13 -0.93 0.69
0.65 1.23 -0.48
0.34 -0.65 0.07
0.18 -0.12 0.02
-0.25 0.51 -0.27
0.31 -0.12 0.14
-0.23 0.20 -0.11
0.61 0.18 -0.04
-0.85 -0.34 0.09
0.90 0.28 0.00
-0.18 -0.10 0.05
-0.03 -0.02 -0.02
-0.03 -0.33 0.15
0.08 0.46 -0.11
0.07 0.23 -0.01
-0.17 -0.34 -0.45
0.22 -0.02 0.57
-0.31 0.12 -0.19
-0.09 -0.01 -0.17
0.18 -0.09 0.05
0.07 -0.03 -0.04
-0.10 -0.13 0.06
-0.18 0.05 -0.06
0.42 -0.03 0.07
-0.06 0.03 0.10
-0.98 0.36 0.35
-0.11 0.04 0.07
0.03 -0.02 0.03
0.01 0.11 0.02
-0.01 -0.04 -0.05
0.01 -0.29 0.17
-0.13 0.07 -0.07
-0.03 0.11 -0.05
0.05 0.07 -0.03
0.13 -0.01 0.00
-0.14 -0.01 -0.07
0.10 -0.01 0.04
-0.11 -0.09 0.10
0.03 0.05 -0.02
0.07 0.10 -0.07
-0.04 0.08 -0.06
-0.09 0.00 0.00
-0.04 -0.06 0.05
0.06 -0.02 0.04
-0.02 -0.11 0.00

=====

(3)
Molecular formula: C31H44N14O5P2
Method: DFT, the ωB97M-V functional and the def2-TZVPD basis

Properties
M   754.73 u
Lowest unoccupied orbital energy   -1.04 eV
Net charge   0
Orbital gap   7.17 eV

Element x y z (Å)
C 1.457 2.021 3.571
C 0.740 0.849 3.207
O 0.127 -0.495 2.950
P -0.111 -0.674 1.200
O 0.439 0.710 0.582
O 0.891 -1.926 0.498
C 2.170 -1.988 1.222
C 2.478 -2.898 2.537
C 3.929 -2.849 3.215
N 5.151 -2.058 2.904
C 4.817 -1.237 1.707
C 3.489 -1.124 0.817
O -1.787 -0.772 0.739
P -2.564 -2.209 1.339
N -3.417 -1.877 2.911
O -1.400 -3.457 1.775
H 2.211 2.901 3.807
H 1.634 -3.589 2.982
H 4.072 -3.581 4.150
H 5.720 -0.536 1.355
H 3.461 -0.418 -0.126
H -4.382 -1.581 2.610
H -3.466 -2.800 3.424
H -0.979 -3.090 2.620
C -3.189 -2.684 -3.330
C -3.742 -2.935 -1.937
N -4.201 -3.144 -0.781
H -3.888 -2.069 -3.903
H -2.229 -2.163 -3.262
H -3.042 -3.635 -3.850
C 2.461 1.582 -3.185
C 3.771 1.143 -2.551
N 4.858 0.778 -2.025
H 2.346 2.665 -3.090
H 2.452 1.314 -4.245
H 1.622 1.089 -2.686
C -6.235 -3.274 -6.623
C -4.935 -2.551 -6.309
N -3.857 -1.952 -6.048
H -7.080 -2.719 -6.206
H -6.363 -3.357 -7.706
H -6.219 -4.277 -6.189
C -6.552 -0.936 -0.605
C -7.780 -0.768 0.274
N -8.799 -0.628 1.004
H -5.832 -0.140 -0.396
H -6.081 -1.903 -0.406
H -6.839 -0.890 -1.659
C -2.941 2.276 3.165
C -3.968 1.210 2.823
N -4.821 0.325 2.539
H -2.184 1.862 3.838
H -2.451 2.629 2.253
H -3.430 3.121 3.657
C 6.760 0.777 -5.481
C 5.445 1.427 -5.881
N 4.355 1.966 -6.213
H 7.482 1.545 -5.192
H 6.600 0.102 -4.636
H 7.164 0.206 -6.321
C -2.374 3.289 -1.751
C -2.445 3.704 -0.290
N -2.504 4.048 0.922
H -3.297 3.573 -2.264
H -1.530 3.784 -2.238
H -2.244 2.206 -1.825
C 5.476 3.013 4.652
C 4.402 4.062 4.412
N 3.511 4.931 4.212
H 5.666 2.914 5.724
H 5.149 2.048 4.257
H 6.402 3.308 4.152
C -10.158 -3.240 -1.046
C -9.417 -3.687 -2.295
N -8.802 -4.058 -3.332
H -11.164 -3.668 -1.036
H -9.620 -3.573 -0.154
H -10.235 -2.149 -1.028
C 7.889 -3.043 -7.744
C 8.598 -1.704 -7.619
N 9.186 -0.594 -7.516
H 6.851 -2.948 -7.411
H 7.900 -3.375 -8.786
H 8.393 -3.791 -7.126
C 0.327 -0.557 6.728
C 0.354 -1.797 5.849
N 0.376 -2.826 5.120
H 0.535 0.331 6.125
H -0.658 -0.451 7.192
H 1.083 -0.641 7.513
C 4.549 8.365 5.865
C 5.372 7.117 6.140
N 6.055 6.082 6.369
H 3.894 8.198 5.005
H 3.936 8.607 6.738
H 5.211 9.209 5.650

Atomic forces in eV per Å
-4.86 -9.05 -2.72
5.06 6.52 2.45
0.97 3.12 -1.63
2.40 7.26 -3.61
-2.26 -5.46 2.16
0.21 1.28 3.57
5.39 -0.04 2.90
1.69 2.03 -1.87
-0.57 0.31 -0.67
-7.06 0.17 -3.98
-0.83 -0.36 -0.17
-0.83 -2.02 2.36
4.63 -1.64 3.28
-2.28 -2.48 0.16
1.27 -1.52 -1.16
-0.42 4.01 1.68
-2.12 -2.05 -0.60
2.07 1.58 -0.89
-0.47 1.82 -2.30
-2.29 -1.73 0.75
0.21 -1.55 2.25
1.33 -0.36 0.59
0.08 1.26 -0.76
-0.36 -1.25 -0.96
-0.45 -0.14 1.51
-3.03 -1.50 7.37
3.21 1.35 -9.66
0.20 -0.21 0.38
-0.14 -0.08 0.07
-0.10 0.15 0.17
0.99 -0.40 0.49
7.05 -2.35 3.37
-8.61 2.86 -4.19
0.16 -0.19 0.04
0.21 0.05 0.17
0.24 0.03 0.10
1.05 0.58 0.25
7.04 3.96 1.55
-8.70 -4.74 -2.44
0.22 -0.05 0.01
0.15 0.08 0.17
0.07 0.22 0.00
-1.08 0.14 0.79
-6.64 1.01 4.77
8.04 -1.17 -5.85
-0.18 -0.10 0.13
-0.14 0.19 0.03
-0.09 -0.03 0.19
-0.80 -1.22 -0.07
-5.66 -5.66 -1.87
6.49 7.69 2.04
-0.18 -0.12 -0.06
-0.23 -0.28 0.36
-0.03 -0.18 -0.17
-1.12 0.49 -0.36
-7.15 3.53 -2.09
8.63 -4.32 2.67
-0.20 -0.07 -0.09
-0.14 0.20 -0.08
-0.12 0.24 0.10
-0.06 0.31 1.20
-0.36 2.26 7.95
0.49 -2.33 -10.20
0.11 0.01 0.20
-0.12 -0.03 0.21
0.01 0.17 0.18
-0.86 0.84 -0.17
-5.72 5.66 -1.27
6.96 -6.99 1.54
-0.11 0.18 -0.17
-0.08 0.19 -0.01
-0.23 0.08 0.07
0.57 -0.38 -1.03
4.05 -2.45 -6.83
-4.87 3.01 8.24
0.20 0.00 -0.13
-0.01 0.07 -0.22
0.11 -0.20 -0.03
0.60 1.08 0.10
3.91 7.27 0.64
-4.72 -8.90 -0.83
0.19 0.10 -0.04
0.05 0.17 0.16
-0.01 0.22 -0.07
0.02 -1.01 -0.71
0.14 -6.81 -4.83
-0.26 8.22 5.83
0.00 -0.22 -0.07
0.13 -0.14 -0.14
-0.10 -0.11 -0.18
0.68 -1.03 0.21
4.54 -6.87 1.52
-5.46 8.32 -1.82
0.16 -0.14 0.14
0.16 -0.15 -0.10
-0.01 -0.23 0.06

=====

(4)
Molecular formula: C7H10
Method: DFT, the ωB97M-V functional and the def2-TZVPD basis

Properties
M   94.16 u
Lowest unoccupied orbital energy   1.14 eV
Energy above the lowest of the compared OMol25 structures with the same formula, charge and spin   238.3 kJ/mol
SMILES   C#CC1(CC)CC1
Net charge   0
Orbital gap   10.42 eV

Element x y z (Å)
C -1.484 -0.751 2.113
C -0.771 -0.565 1.161
C 0.224 -0.364 0.132
C 0.424 1.102 -0.293
C -0.882 1.806 -0.697
C 0.450 -1.433 -0.921
C 1.396 -1.307 0.240
H -2.043 -0.923 3.001
H 1.121 1.147 -1.141
H 0.884 1.653 0.536
H -1.346 1.324 -1.565
H -0.692 2.857 -0.956
H -1.601 1.785 0.130
H -0.211 -2.298 -0.951
H 0.819 -1.060 -1.870
H 2.374 -0.867 0.098
H 1.336 -2.107 0.983

Atomic forces in eV per Å
0.28 0.08 -0.28
-0.25 -0.18 0.37
-0.24 0.36 -0.19
-0.05 -0.08 0.02
0.09 -0.08 0.05
0.05 0.03 0.09
0.09 -0.21 0.06
-0.14 0.02 -0.09
-0.03 -0.15 0.25
-0.01 -0.07 -0.06
0.08 0.04 0.16
-0.01 -0.28 0.07
0.10 0.00 -0.15
0.18 0.26 -0.03
-0.25 -0.12 0.01
0.05 -0.14 -0.14
0.06 0.52 -0.15